Record 1
The following is a DFT calculation (ωB97M-V/def2-TZVPD) of an isolated molecule of C5H8N2S.

The geometry in ORCA input format:
```
! wB97M-V def2-TZVPD RIJCOSX def2/J DEFGRID3
* xyz 0 1
C -3.10 -0.90 0.14
N -2.14 -0.44 -0.62
N -1.20 0.35 -0.13
C 0.01 -0.13 0.14
C 0.42 -1.54 -0.29
S 1.99 -1.99 -0.07
C 1.05 0.74 0.61
C 1.77 1.56 -0.53
H -2.98 -0.78 1.22
H -3.73 -1.54 -0.27
H -0.45 -2.21 -0.56
H 1.64 0.11 1.30
H 0.39 1.46 1.25
H 2.55 2.21 -0.05
H 2.59 0.89 -1.01
H 1.19 2.23 -1.13
*
```

Values from the calculation:
Electronic energy in eV: -19126.454
SMILES: C=N/N=C(\C=S)CC
LUMO level in eV: -1.19
ΔE to the lowest compared entry with this formula, charge and spin in eV: 3.968
HOMO level in eV: -8.82



Record 2
The following is a DFT calculation (ωB97M-V/def2-TZVPD) of an isolated molecule of C5H8N2S.

The geometry in ORCA input format:
```
! wB97M-V def2-TZVPD RIJCOSX def2/J DEFGRID3
* xyz 0 1
N 3.15 -0.96 0.01
C 2.02 -0.14 -0.08
C 1.73 1.22 -0.31
C 0.29 1.39 -0.11
C -0.25 0.20 0.19
C -1.67 0.25 0.88
S -2.76 -0.41 -0.39
N 0.67 -0.77 0.24
H 3.67 -1.15 -0.86
H 3.87 -0.60 0.86
H 2.29 2.09 -0.81
H -0.21 2.49 -0.07
H -1.91 1.39 1.13
H -1.80 -0.32 1.91
H -1.53 -0.91 -1.25
H 0.37 -1.89 0.20
*
```

Values from the calculation:
Electronic energy in eV: -19126.720
SMILES: Nc1ccc(CS)[nH]1
LUMO level in eV: 0.67
ΔE to the lowest compared entry with this formula, charge and spin in eV: 3.701
HOMO level in eV: -7.99



Record 3
The following is a DFT calculation (ωB97M-V/def2-TZVPD) of an isolated molecule of C5H8N2S.

The geometry in ORCA input format:
```
! wB97M-V def2-TZVPD RIJCOSX def2/J DEFGRID3
* xyz 0 1
C -1.08 1.41 -0.29
C -1.57 0.45 0.68
C -1.53 -0.90 -0.07
N -0.59 -1.64 -0.43
N 0.63 -1.55 0.20
C 1.60 -0.87 -0.38
C 2.97 -0.84 0.42
S 4.21 0.31 -0.09
H -1.53 2.65 -0.19
H 0.17 1.29 -0.35
H -1.45 1.21 -1.46
H -2.56 0.80 1.13
H -0.99 0.26 1.53
H -2.61 -0.89 -0.74
H 1.30 -0.49 -1.36
H 3.01 -1.19 1.39
*
```

Values from the calculation:
Electronic energy in eV: -19124.357
SMILES: CC/C=N\N=C\C=S
LUMO level in eV: -1.42
ΔE to the lowest compared entry with this formula, charge and spin in eV: 6.065
HOMO level in eV: -9.18



Record 4
The following is a DFT calculation (ωB97M-V/def2-TZVPD) of a cluster of 2 separate species, C5H8N2S in total.

The geometry in ORCA input format:
```
! wB97M-V def2-TZVPD RIJCOSX def2/J DEFGRID3
* xyz 0 1
C 0.79 -2.02 1.25
C 0.46 -0.81 0.41
C 1.15 0.16 -0.08
C -0.90 0.90 -0.82
C -1.04 -0.24 0.28
H 0.10 -2.95 1.02
H 2.03 -2.10 0.87
H 0.93 -1.91 2.47
H 2.17 -0.08 -0.18
H 0.43 3.83 -0.95
H -2.78 1.29 -1.57
H -1.67 -1.01 -0.23
H -1.62 -0.04 1.31
N 0.41 1.25 -0.62
N -1.84 1.56 -1.51
S 1.37 2.16 -1.67
*
```

Values from the calculation:
Electronic energy in eV: -19124.047
LUMO level in eV: -1.01
ΔE to the lowest compared entry with this formula, charge and spin in eV: 6.375
HOMO level in eV: -8.34



Record 5
The following is a DFT calculation (ωB97M-V/def2-TZVPD) of an isolated molecule of C5H8N2S.

The geometry in ORCA input format:
```
! wB97M-V def2-TZVPD RIJCOSX def2/J DEFGRID3
* xyz 0 1
H 2.77 1.34 -0.34
N 2.85 0.34 -0.18
C 1.62 -0.05 -0.07
N 1.27 -1.36 0.13
C -0.14 -1.61 -0.08
C -0.76 -0.31 0.44
S -2.39 0.11 -0.11
C 0.37 0.74 0.16
C 0.24 2.04 0.06
H 1.90 -2.01 -0.33
H -0.43 -2.55 0.42
H -0.50 -1.56 -1.16
H -0.89 -0.43 1.54
H -1.96 0.44 -1.35
H -0.63 2.69 0.06
H 1.22 2.51 0.21
*
```

Values from the calculation:
Electronic energy in eV: -19129.028
SMILES: [H]/N=C1/NC[C@H](S)C1=C
LUMO level in eV: 0.41
ΔE to the lowest compared entry with this formula, charge and spin in eV: 1.393
HOMO level in eV: -9.12



Record 6
The following is a DFT calculation (ωB97M-V/def2-TZVPD) of an isolated molecule of C5H8N2S.

The geometry in ORCA input format:
```
! wB97M-V def2-TZVPD RIJCOSX def2/J DEFGRID3
* xyz 0 1
H -3.04 -0.15 0.65
N -2.47 0.71 0.67
C -1.22 0.46 0.59
C -0.60 -0.85 0.08
C 0.79 -0.45 -0.36
C 1.78 -1.43 -0.92
C 0.99 0.85 0.02
N -0.19 1.39 0.62
S -0.43 3.08 0.88
H -1.28 -1.28 -0.69
H -0.52 -1.59 0.92
H 1.33 -1.86 -1.86
H 2.72 -0.93 -1.22
H 2.01 -2.30 -0.28
H 1.87 1.43 -0.14
H -1.74 2.91 1.05
*
```

Values from the calculation:
Electronic energy in eV: -19128.931
SMILES: [H]/N=C1\CC(C)=CN1S
LUMO level in eV: 0.83
ΔE to the lowest compared entry with this formula, charge and spin in eV: 1.490
HOMO level in eV: -7.65



Record 7
The following is a DFT calculation (ωB97M-V/def2-TZVPD) of the ion C5H8N2S with charge +2.

The geometry in ORCA input format:
```
! wB97M-V def2-TZVPD RIJCOSX def2/J DEFGRID3
* xyz 2 1
C -3.43 -0.93 -0.20
C -1.17 -0.01 0.22
C 1.41 0.46 -0.44
C 1.22 -0.88 0.35
C 0.88 1.75 0.08
N -2.42 -0.46 0.10
N -0.11 -1.35 0.32
S -0.93 1.61 0.29
H -4.24 -1.58 -0.15
H 2.52 0.69 -0.69
H 1.11 0.22 -1.43
H 1.88 -1.53 -0.23
H 1.51 -0.67 1.40
H 1.24 2.05 1.07
H 1.13 2.72 -0.38
H -0.60 -2.09 -0.29
*
```

Values from the calculation:
Electronic energy in eV: -19106.683
LUMO level (alpha / beta) in eV: -11.65 / -11.65
ΔE to the lowest compared entry with this formula, charge and spin in eV: 2.569
HOMO level (alpha / beta) in eV: -18.91 / -18.91



Record 8
The following is a DFT calculation (ωB97M-V/def2-TZVPD) of the ion C5H8N3 with charge +1.

The geometry in ORCA input format:
```
! wB97M-V def2-TZVPD RIJCOSX def2/J DEFGRID3
* xyz 1 1
C 2.92 0.99 -0.27
N 1.64 0.53 0.11
C 1.41 -0.72 -0.02
C 0.13 -1.35 0.25
N -1.12 -1.01 0.38
C -1.82 0.23 0.34
C -3.07 0.45 -0.04
N -4.20 0.61 -0.43
H 2.56 1.68 -1.02
H 3.31 1.58 0.53
H 3.63 0.21 -0.61
H 2.28 -1.22 -0.55
H 0.21 -2.45 0.37
H -1.74 -1.83 0.54
H -1.20 1.25 0.33
H -4.93 1.04 0.09
*
```

Values from the calculation:
Electronic energy in eV: -9774.611
SMILES: C/N=C/C=[NH+]\C=C=N
LUMO level (alpha / beta) in eV: -5.39 / -5.39
ΔE to the lowest compared entry with this formula, charge and spin in eV: 3.932
HOMO level (alpha / beta) in eV: -13.33 / -13.33



Record 9
The following is a DFT calculation (ωB97M-V/def2-TZVPD) of the ion C5H8N3 with charge +1.

The geometry in ORCA input format:
```
! wB97M-V def2-TZVPD RIJCOSX def2/J DEFGRID3
* xyz 1 1
C -2.09 1.15 0.31
N -0.78 0.74 -0.15
N 0.10 1.57 0.06
C 1.42 1.38 0.03
C 2.07 0.27 0.28
C 1.49 -1.03 0.12
C 0.29 -1.37 -0.31
N -0.47 -2.28 -0.69
H -2.05 2.21 0.58
H -2.82 1.10 -0.48
H -2.46 0.47 1.06
H 1.92 2.34 -0.04
H 3.16 0.43 0.51
H 2.06 -1.89 0.59
H -0.37 -2.93 -1.49
H -1.49 -2.15 -0.36
*
```

Values from the calculation:
Electronic energy in eV: -9773.965
SMILES: C/N=N/C=C\C=C=[NH2+]
LUMO level in eV: -4.75
ΔE to the lowest compared entry with this formula, charge and spin in eV: 4.577
HOMO level in eV: -13.43



Record 10
The following is a DFT calculation (ωB97M-V/def2-TZVPD) of the ion C5H8N3O with charge +1.

The geometry in ORCA input format:
```
! wB97M-V def2-TZVPD RIJCOSX def2/J DEFGRID3
* xyz 1 1
N 1.33 -0.74 1.31
C 1.03 -0.06 0.24
N 1.91 0.49 -0.61
O 3.22 0.09 -0.35
C -0.55 0.40 -0.08
C -1.21 -0.63 -0.96
C -2.51 -0.71 -0.70
N -2.89 0.31 0.24
C -1.92 0.89 0.73
H 0.48 -0.99 1.79
H 2.26 -1.02 1.71
H 1.61 0.77 -1.55
H 3.70 0.78 0.17
H -0.41 1.23 -0.70
H -0.73 -1.28 -1.61
H -3.34 -1.27 -1.10
H -1.97 1.75 1.48
*
```

Values from the calculation:
Electronic energy in eV: -11822.177
SMILES: [NH2+]=C(NO)[C@H]1C=CN=C1
LUMO level in eV: -3.63
ΔE to the lowest compared entry with this formula, charge and spin in eV: 3.785
HOMO level in eV: -13.52



Record 11
The following is a DFT calculation (ωB97M-V/def2-TZVPD) of the ion C5H8N3O2 with charge +1.

The geometry in ORCA input format:
```
! wB97M-V def2-TZVPD RIJCOSX def2/J DEFGRID3
* xyz 1 1
C -0.30 1.56 -1.39
C 0.99 0.75 -1.50
O 0.49 -0.60 -1.33
C -0.05 -0.88 -0.03
N -0.91 -1.93 0.08
C -1.23 -2.06 1.35
N -0.66 -1.09 2.03
N 0.04 -0.34 1.17
C 0.83 0.68 1.80
O 1.84 1.11 1.33
H -1.04 1.36 -2.15
H -0.67 1.43 -0.31
H 0.00 2.58 -1.38
H 1.91 1.05 -0.98
H 1.26 0.95 -2.60
H -1.08 -2.51 -0.70
H -1.83 -2.85 1.85
H 0.42 0.79 2.76
*
```

Values from the calculation:
Electronic energy in eV: -13870.982
SMILES: CCOc1[nH+]cnn1C=O
LUMO level in eV: -4.69
ΔE to the lowest compared entry with this formula, charge and spin in eV: 2.241
HOMO level in eV: -15.04



Record 12
The following is a DFT calculation (ωB97M-V/def2-TZVPD) of a structure of composition C5H8N3SSe2Te2W.

The geometry in ORCA input format:
```
! wB97M-V def2-TZVPD RIJCOSX def2/J DEFGRID3
* xyz 1 1
W -1.62 -2.59 0.74
Se -2.86 -1.51 2.27
Te -0.19 -4.43 2.19
Te -2.63 -5.06 1.54
Se -2.60 -3.73 -1.08
N 1.43 -1.47 0.47
C 0.35 -1.88 0.56
S -2.13 -0.49 -0.70
C -0.66 0.47 -0.54
N -0.42 1.12 0.59
C 0.81 1.87 0.82
C 1.30 2.44 -0.50
C 1.41 1.32 -1.53
N 0.16 0.57 -1.56
H -1.11 1.04 1.32
H 1.56 1.20 1.25
H 0.60 2.66 1.54
H 2.27 2.91 -0.37
H 0.60 3.20 -0.85
H 2.22 0.64 -1.27
H 1.59 1.72 -2.53
H -0.07 0.01 -2.37
*
```

Values from the calculation:
Electronic energy in eV: -167720.205
LUMO level (alpha / beta) in eV: -5.97 / -5.93
ΔE to the lowest compared entry with this formula, charge and spin in eV: 1.093
HOMO level (alpha / beta) in eV: -11.75 / -11.82